(A)
Below is the molecule C6H7FO, with properties calculated with wB97M-V/def2-TZVPD.

Computed properties:
- Net charge: 0
- HOMO level: -0.31882 Eh
- Orbital gap: 9.616 eV
- SMILES: C[C@H]1C=COC=C1F

XYZ file:
```
15
Properties=species:S:1:pos:R:3:lowdin_charge:R:1
C -0.48 -1.47 -1.01 -0.078
C 0.34 -0.32 -0.50 -0.310
C -0.32 1.05 -0.74 -0.028
C -0.38 1.95 0.19 -0.133
C 0.36 0.42 1.83 -0.019
C 0.64 -0.51 0.95 -0.232
H -1.31 -1.73 -0.36 0.084
H 0.16 -2.33 -1.20 0.075
H -1.01 -1.26 -2.04 0.112
H 1.30 -0.40 -1.00 0.141
H -0.48 1.20 -1.79 0.110
H -0.46 3.02 0.05 0.126
H 0.51 0.40 2.89 0.133
O -0.13 1.70 1.51 -0.035
F 1.25 -1.72 1.22 0.054
```

(B)
Below is the molecule C6H7FO, with properties calculated with wB97M-V/def2-TZVPD.

Computed properties:
- Net charge: 0
- HOMO level: -0.31509 Eh
- Orbital gap: 9.102 eV
- SMILES: CC1=CC(F)=C[C@@H]1O

XYZ file:
```
15
Properties=species:S:1:pos:R:3:lowdin_charge:R:1
C 1.64 -1.12 0.09 -0.038
C 0.26 -0.53 0.02 -0.210
C -0.94 -1.05 -0.34 0.053
C -1.90 0.03 -0.08 -0.247
C -1.30 1.21 0.22 0.026
C 0.17 0.97 0.33 -0.370
H 1.92 -1.37 1.11 0.086
H 1.81 -2.00 -0.51 0.072
H 2.35 -0.34 -0.21 0.081
H -1.18 -2.08 -0.56 0.113
H -1.81 2.04 0.61 0.098
H 0.58 1.20 1.36 0.182
H 0.68 1.45 -1.41 0.113
O 0.97 1.70 -0.53 -0.008
F -3.25 -0.14 -0.11 0.050
```

Last place for stability: (A)

(A)
Below is a cluster of 2 separate species, CN2O2S2 in total, with properties calculated with wB97M-V/def2-TZVPD.

Computed properties:
- Net charge: 0
- HOMO level (spin up / spin down): -0.36358 / -0.36332 Eh
- Orbital gap (spin up / spin down): 6.766 / 6.836 eV

XYZ file:
```
7
Properties=species:S:1:pos:R:3:lowdin_charge:R:1
C -1.11 1.49 0.61 -0.247
N -1.94 1.87 -0.11 0.239
N -0.20 0.97 1.39 0.018
O -0.45 -1.21 -1.34 -0.541
O 0.59 0.07 1.17 -0.071
S 2.20 -2.31 -0.74 0.209
S 0.90 -0.88 -0.98 0.392
```

(B)
Below is a structure of composition CN2O2S2, with properties calculated with wB97M-V/def2-TZVPD.

Computed properties:
- Net charge: 0
- HOMO level (spin up / spin down): -0.38896 / -0.39418 Eh
- Orbital gap (spin up / spin down): 6.721 / 7.045 eV

XYZ file:
```
7
Properties=species:S:1:pos:R:3:lowdin_charge:R:1
C 2.51 0.12 -0.06 -0.856
N 3.22 0.94 -0.45 0.107
N -1.94 -0.14 -0.05 -0.809
O -1.69 -1.12 -0.66 0.017
O -2.99 0.29 0.31 0.024
S 1.47 -1.02 0.52 0.718
S -0.58 0.92 0.40 0.798
```

(C)
Below is a structure of composition CN2O2S2, with properties calculated with wB97M-V/def2-TZVPD.

Computed properties:
- Net charge: 0
- HOMO level: -0.38881 Eh
- Orbital gap: 6.731 eV

XYZ file:
```
7
Properties=species:S:1:pos:R:3:lowdin_charge:R:1
C -2.21 0.02 -0.15 -0.860
N -2.53 -0.57 -1.11 0.121
N 1.74 -0.03 -0.07 -0.757
O 0.99 0.57 -0.85 -0.060
O 2.88 -0.31 -0.09 0.078
S -1.57 0.93 1.00 0.725
S 0.69 -0.61 1.28 0.752
```

Last place for stability: (C)

(A)
Below is the molecule C2H4ClP, with properties calculated with wB97M-V/def2-TZVPD.

Computed properties:
- Net charge: 0
- HOMO level (spin up / spin down): -0.29019 / -0.28911 Eh
- Orbital gap (spin up / spin down): 7.440 / 7.589 eV

XYZ file:
```
8
Properties=species:S:1:pos:R:3:lowdin_charge:R:1
C 0.39 0.16 -0.91 -0.145
C 0.49 -0.36 0.45 -0.638
P -1.42 -0.68 0.57 0.463
Cl -2.09 1.14 1.11 0.045
H 0.35 1.32 -1.11 0.102
H 0.25 -0.60 -1.67 0.023
H 1.09 -1.41 0.56 0.120
H 0.92 0.42 1.01 0.030
```

(B)
Below is the molecule C2H4ClP, with properties calculated with wB97M-V/def2-TZVPD.

Computed properties:
- Net charge: 0
- HOMO level: -0.37451 Eh
- Orbital gap: 9.321 eV
- SMILES: ClP1CC1

XYZ file:
```
8
Properties=species:S:1:pos:R:3:lowdin_charge:R:1
C 0.37 -0.60 0.49 -0.406
C -0.86 0.01 -0.09 -0.456
P 0.43 -0.23 -1.29 0.839
Cl 1.59 1.99 -1.03 -0.132
H 1.00 -0.02 0.99 -0.004
H 0.23 -1.59 0.81 0.060
H -1.65 -0.57 -0.18 0.008
H -1.12 1.01 0.30 0.091
```

Last place for stability: (A)

(A)
Below is a cluster of 2 separate species, CH4O2 in total, with properties calculated with wB97M-V/def2-TZVPD.

Computed properties:
- Net charge: 0
- HOMO level: -0.36339 Eh
- Orbital gap: 10.465 eV
- SMILES: C=O.O

XYZ file:
```
7
Properties=species:S:1:pos:R:3:lowdin_charge:R:1
O 0.06 -0.06 0.25 -0.083
C 0.14 0.89 1.01 -0.066
H -0.70 1.32 1.61 0.090
H 1.17 1.22 1.29 0.088
O -0.19 -0.83 -1.66 -0.119
H -0.83 -0.89 -0.91 0.034
H 0.34 -1.65 -1.59 0.054
```

(B)
Below is a cluster of 2 separate species, CH4O2 in total, with properties calculated with wB97M-V/def2-TZVPD.

Computed properties:
- Net charge: 0
- HOMO level: -0.38006 Eh
- Orbital gap: 11.120 eV
- SMILES: C=O.O

XYZ file:
```
7
Properties=species:S:1:pos:R:3:lowdin_charge:R:1
O 2.35 -0.06 -0.14 -0.012
C 3.53 -0.19 -0.40 -0.137
H 4.06 -0.80 0.24 0.044
H 4.12 0.24 -1.31 0.105
H -4.22 0.17 -0.18 0.022
H -4.89 1.00 0.82 0.009
O -4.88 0.13 0.49 -0.032
```

Last place for stability: (A)

(A)
Below is a cluster of 3 separate species, C6H16O2 in total, with properties calculated with wB97M-V/def2-TZVPD.

Computed properties:
- Net charge: 0
- HOMO level: -0.32031 Eh
- Orbital gap: 9.285 eV
- SMILES: C=C(CC)CC.O.O

XYZ file:
```
24
Properties=species:S:1:pos:R:3:lowdin_charge:R:1
C -0.90 2.47 -0.54 -0.128
C 0.28 1.56 -0.63 -0.238
C 0.30 0.23 0.07 -0.323
C -0.66 -0.21 0.88 -0.017
C 1.38 -0.78 -0.42 -0.203
C 0.90 -2.22 -0.66 -0.118
H -1.91 2.12 -0.75 0.067
H -0.78 3.31 -1.24 0.075
H -1.02 3.09 0.37 0.080
H 0.49 1.30 -1.68 0.109
H 1.23 2.07 -0.38 0.127
H -1.35 0.54 1.27 0.066
H -0.77 -1.19 1.30 0.063
H 1.93 -0.94 0.51 0.085
H 1.86 -0.29 -1.27 0.108
H 1.82 -2.79 -0.80 0.069
H 0.28 -2.34 -1.59 0.072
H 0.06 -2.63 -0.05 0.072
H -2.15 -0.42 -1.49 0.051
H -3.18 -1.19 -1.31 0.061
O -2.65 -0.66 -0.68 -0.082
H 1.09 0.22 3.16 0.030
H 1.80 -1.10 2.91 0.031
O 1.97 -0.16 3.00 -0.058
```

(B)
Below is a cluster of 3 separate species, C6H16O2 in total, with properties calculated with wB97M-V/def2-TZVPD.

Computed properties:
- Net charge: 0
- HOMO level: -0.35645 Eh
- Orbital gap: 9.762 eV
- SMILES: CC(C)(C)O.C=O.C

XYZ file:
```
24
Properties=species:S:1:pos:R:3:lowdin_charge:R:1
C -1.42 0.31 0.05 -0.680
C -2.47 0.63 -1.02 -0.038
C -1.54 1.28 1.23 -0.036
C -1.59 -1.13 0.55 -0.035
O -0.15 0.46 -0.56 -0.065
H 0.52 0.25 0.11 0.035
H -2.35 -0.04 -1.86 0.083
H -3.47 0.52 -0.62 0.083
H -1.47 -1.83 -0.28 0.084
H -2.52 1.22 1.69 0.082
H -1.38 2.30 0.89 0.083
H -0.78 1.06 1.98 0.077
H -2.33 1.65 -1.37 0.083
H -0.84 -1.36 1.30 0.080
H -2.58 -1.28 0.98 0.082
C 3.00 0.49 0.91 -0.128
C 2.49 -1.30 -1.45 -0.033
O 1.95 0.01 1.32 -0.041
H 2.99 1.41 0.31 0.099
H 3.33 -0.67 -0.87 0.042
H 3.95 0.34 1.47 0.097
H 2.80 -1.78 -2.36 0.017
H 1.73 -0.57 -1.71 0.007
H 2.12 -1.98 -0.69 0.021
```

(C)
Below is a cluster of 2 separate species, C6H16O2 in total, with properties calculated with wB97M-V/def2-TZVPD.

Computed properties:
- Net charge: 0
- HOMO level: -0.36224 Eh
- Orbital gap: 10.462 eV
- SMILES: CC[C@@H](C)CCO.O

XYZ file:
```
24
Properties=species:S:1:pos:R:3:lowdin_charge:R:1
C -1.63 -0.65 -1.26 -0.269
O -2.88 -0.44 -1.93 -0.068
C -0.93 0.65 -0.98 -0.174
C 0.25 0.52 -0.01 -0.393
C 0.65 1.94 0.40 -0.081
C 1.46 -0.17 -0.68 -0.228
C 2.31 -0.91 0.37 -0.100
H -0.94 -1.37 -1.73 0.113
H -1.92 -1.14 -0.32 0.115
H -3.33 -1.28 -1.95 0.071
H -0.51 0.96 -1.96 0.131
H -1.58 1.47 -0.70 0.116
H -0.02 -0.08 0.88 0.104
H 0.93 2.49 -0.50 0.082
H 1.58 1.89 0.99 0.072
H -0.11 2.49 0.96 0.077
H 2.04 0.63 -1.17 0.112
H 1.17 -0.87 -1.44 0.090
H 3.16 -1.40 -0.10 0.070
H 1.71 -1.56 1.01 0.072
H 2.67 -0.17 1.10 0.067
H -1.08 -0.28 3.08 0.054
H -1.68 -1.60 3.32 0.029
O -1.30 -1.10 2.60 -0.062
```

(D)
Below is a cluster of 3 separate species, C6H16O2 in total, with properties calculated with wB97M-V/def2-TZVPD.

Computed properties:
- Net charge: 0
- HOMO level: -0.34333 Eh
- Orbital gap: 9.992 eV
- SMILES: C=C(CC)CC.O.O

XYZ file:
```
24
Properties=species:S:1:pos:R:3:lowdin_charge:R:1
C -0.69 -1.48 1.28 -0.107
C -0.07 -0.94 -0.05 -0.210
C -0.07 0.57 -0.01 -0.344
C -0.63 1.32 0.94 0.040
C 0.23 1.35 -1.28 -0.200
C 1.71 1.04 -1.79 -0.100
H -0.11 -1.15 2.20 0.086
H -0.65 -2.54 1.40 0.056
H -1.68 -1.12 1.37 0.038
H 0.89 -1.40 -0.15 0.084
H -0.59 -1.29 -1.00 0.118
H -1.04 1.08 1.81 0.011
H -0.65 2.43 0.84 0.083
H 0.12 2.43 -1.25 0.099
H -0.39 0.87 -2.02 0.094
H 2.38 1.98 -1.89 0.080
H 1.64 0.67 -2.84 0.066
H 2.37 0.41 -1.13 0.065
H 1.79 0.43 2.38 0.034
H 2.35 -0.59 1.30 0.023
O 2.30 -0.39 2.25 -0.065
H -3.10 -0.52 -1.20 -0.011
H -3.31 -1.84 -0.21 0.110
O -2.81 -1.33 -0.94 -0.050
```

Last place for stability: (A)